(1)
Below is an isolated ion of composition C4H9N2 and charge +1 at a distorted geometry, with properties calculated with ωB97M-V/def2-TZVPD.

Structure (XYZ):
```
15
Properties=species:S:1:pos:R:3:forces:R:3
H 0.30886 -0.64142 -1.77112 0.26 -0.20 -0.08
H -1.55561 -1.26683 1.09033 -0.11 -0.03 0.07
H -2.85451 -0.10602 0.80908 -0.07 -0.02 0.02
H 3.22066 0.55747 -0.60819 -0.19 -0.22 0.10
C 0.29154 -0.42377 -0.71306 -3.26 2.41 0.36
N 0.91338 -1.39011 0.20695 0.80 -0.43 0.66
H -2.35353 -1.20001 -0.48342 -0.10 -0.07 -0.04
C 2.64370 0.37607 0.31035 2.35 1.01 0.68
C -2.00198 -0.60009 0.35190 -0.03 0.04 0.06
N 1.51286 -0.35106 -0.00577 -1.47 -0.76 -0.78
H 3.25598 -0.15020 1.04667 -0.15 0.04 -0.10
C -0.98813 0.42758 -0.11333 2.07 -1.81 -0.95
H 2.36528 1.37170 0.67159 -0.23 -0.21 0.05
H -1.36866 1.05996 -0.90781 0.06 0.11 -0.06
H -0.62583 1.03151 0.71463 0.08 0.15 0.01
```
Positions in Å, forces in eV/Å.

**Gap between HOMO and LUMO**: 10.29 eV
**Relative energy (zero: lowest compared OMol25 entry of this formula, charge and spin)**: 4.289 eV
**F_max**: 4.07 eV Å⁻¹
**LUMO energy**: -6.05 eV
**Structure (SMILES)**: CC[C@@H]1N=[N+]1C
**Net charge**: +1

=====

(2)
Below is H3NO6P2S2 as an isolated structure at a distorted geometry, with properties calculated with ωB97M-V/def2-TZVPD.

Structure (XYZ):
```
14
Properties=species:S:1:pos:R:3:forces:R:3
O -0.47131 -2.11181 -0.46164 0.55 1.08 0.32
P -1.20316 1.07714 1.03733 -4.65 -1.45 -0.49
H -0.32984 1.20244 -1.16273 -0.48 -0.98 0.52
H 2.42313 -1.43215 -2.67519 -1.13 0.53 -0.72
O -0.48972 2.18224 1.66733 1.87 0.84 0.23
O 1.63966 -0.59122 -0.20669 0.26 0.35 1.01
H 0.55812 0.80735 2.89542 0.01 -0.39 0.46
P 0.19210 -0.79481 -0.25623 -0.63 -2.34 -2.43
O -0.68762 -0.49801 1.65187 0.28 0.87 -0.70
O -2.69097 1.01950 1.24035 0.92 0.24 -0.30
N -0.80392 0.52053 -0.52484 1.08 1.57 0.75
S 1.35146 -1.03794 -3.55370 0.62 0.24 0.83
S 0.00956 -0.42595 3.12369 0.78 0.30 0.67
O 0.50251 0.08271 -2.77496 0.51 -0.88 -0.15
```
Positions in Å, forces in eV/Å.

**Gap between HOMO and LUMO**: 4.69 eV
**F_max**: 4.89 eV Å⁻¹
**LUMO energy**: 4.92 eV
**Net charge**: -2

=====

(3)
Below is a 2-piece molecular cluster, C4H12N2Si overall at a distorted geometry, with properties calculated with ωB97M-V/def2-TZVPD.

Structure (XYZ):
```
19
Properties=species:S:1:pos:R:3:forces:R:3
C -0.70477 1.20759 0.32584 1.57 0.50 -2.01
C -0.29337 -2.03161 -0.43564 -1.03 -1.47 -2.13
H 2.22565 0.46833 -2.99105 -0.07 -0.28 0.65
H -0.89281 2.06863 2.40503 0.59 -0.50 -0.60
C -1.36297 1.46717 1.60592 -2.79 -1.14 3.80
N 2.41231 0.68146 -1.99666 -3.02 1.49 -0.30
C -1.19513 -2.35890 -1.42830 1.68 0.10 3.16
N 0.86289 -0.87541 1.78202 0.76 -1.36 0.68
H -1.63764 -3.34167 -1.52687 0.61 -0.20 -0.35
H 0.23935 -2.94172 -0.11725 -0.19 0.51 0.75
Si 0.29924 -0.40853 0.24285 0.80 0.01 -0.93
H -1.62577 -1.58679 -1.95030 -1.32 1.62 -1.29
H 1.26096 -0.23164 2.44850 -0.05 0.06 -0.06
H -0.02065 2.08413 -0.00058 -1.23 -1.50 0.19
H 1.17937 -1.85467 2.00361 -0.57 1.64 -0.56
H -1.71205 0.46909 2.13053 0.84 1.76 -0.84
H -2.33779 1.99076 1.53023 0.44 -0.10 -0.51
H -1.52726 1.05427 -0.39800 0.66 0.26 -0.24
H 3.26932 0.28458 -1.79570 2.31 -1.41 0.60
```
Positions in Å, forces in eV/Å.

**Gap between HOMO and LUMO (alpha / beta)**: 5.97 / 8.99 eV
**Relative energy (zero: lowest compared OMol25 entry of this formula, charge and spin)**: 4.482 eV
**F_max**: 4.84 eV Å⁻¹
**LUMO energy (alpha / beta)**: -0.15 / 0.14 eV

=====

(4)
Below is an isolated ion of composition C5H12NO and charge -1 at a distorted geometry, with properties calculated with ωB97M-V/def2-TZVPD.

Structure (XYZ):
```
19
Properties=species:S:1:pos:R:3:forces:R:3
C 1.88483 -0.20178 -0.18009 0.61 0.55 -0.92
N -0.63656 0.69122 0.61071 -0.74 -1.92 -0.23
H 0.32777 0.93399 0.86133 -0.36 0.38 -0.13
H -1.16190 -0.09887 2.57609 0.62 -0.37 0.02
H 1.77746 -0.56544 0.93760 -0.72 0.95 -0.94
H -0.23483 -1.58035 0.38425 -0.57 1.58 0.23
H 0.87385 -1.31194 -1.69295 -0.49 -1.13 -0.20
H -1.73593 -1.80510 -1.51582 0.12 -0.53 -1.01
C 0.63637 -0.46696 -1.07818 1.58 -0.55 0.80
H -2.20840 0.00259 -1.37064 0.07 -1.00 -0.10
O 2.22019 1.10902 -0.41869 0.82 -1.40 1.25
C -1.46434 0.64519 1.83292 1.20 2.14 2.06
H -2.56738 0.44074 1.85881 0.76 0.78 -1.19
H -1.20808 1.70652 2.43406 -1.12 -2.61 -1.62
H -2.48431 -1.21831 -0.09845 -1.21 -0.18 0.62
H 0.44420 0.29944 -1.76690 0.30 1.67 -0.74
C -0.48548 -0.59692 -0.18647 -2.95 -1.71 1.23
H 2.54693 -1.11036 -0.43591 0.67 1.06 -0.44
C -1.85055 -0.94679 -0.90434 1.41 2.29 1.29
```
Positions in Å, forces in eV/Å.

**Gap between HOMO and LUMO**: 6.23 eV
**Relative energy (zero: lowest compared OMol25 entry of this formula, charge and spin)**: 2.214 eV
**F_max**: 3.62 eV Å⁻¹
**LUMO energy**: 3.92 eV
**Structure (SMILES)**: CN[C@@H](C)CC[O-]
**Net charge**: -1

=====

(5)
Below is a 2-piece molecular cluster, C2H4OS2 overall at a distorted geometry, with properties calculated with ωB97M-V/def2-TZVPD.

Structure (XYZ):
```
9
Properties=species:S:1:pos:R:3:forces:R:3
H -0.54346 -0.57564 -1.91447 -1.31 1.32 -2.77
O 2.07117 -0.92239 0.23003 0.51 0.04 0.39
S 1.42802 -0.31459 -0.92891 1.89 0.35 0.04
H -0.55920 -1.53311 -0.50187 0.49 0.61 0.60
S -0.00462 0.19635 2.14579 -0.23 0.97 -0.97
H -1.43065 0.71259 0.36778 -0.22 0.07 -0.37
C -0.57709 1.09471 0.89920 -1.20 -4.10 2.74
C -0.06853 -0.70608 -1.03000 -1.22 -2.61 1.14
H -0.31565 2.04815 0.73246 1.28 3.36 -0.79
```
Positions in Å, forces in eV/Å.

**Gap between HOMO and LUMO**: 8.49 eV
**Relative energy (zero: lowest compared OMol25 entry of this formula, charge and spin)**: 3.069 eV
**F_max**: 5.07 eV Å⁻¹
**LUMO energy**: -0.28 eV

=====

(6)
Below is one molecule with the formula C3H7NOS at a distorted geometry, with properties calculated with ωB97M-V/def2-TZVPD.

Structure (XYZ):
```
13
Properties=species:S:1:pos:R:3:forces:R:3
H 0.55795 -1.78809 -0.05030 -1.67 2.79 -1.27
N 0.29087 -0.21231 1.63660 0.31 -0.12 1.52
C 0.14889 0.43639 0.36177 0.38 -1.55 0.26
C -1.19077 1.10592 0.02919 4.91 0.58 -2.48
S 1.70484 -0.71514 -1.67391 1.45 -0.17 -0.36
H -0.42600 -0.88169 1.86317 -0.24 0.01 -0.20
C 0.27075 -0.76194 -0.69111 0.17 -2.27 3.50
H -0.66470 -0.88626 -1.24157 0.34 -0.29 -0.11
H 1.03466 1.07814 0.22542 -0.68 0.14 -0.18
O -2.17952 0.98391 0.60686 -3.84 -0.37 2.21
H 0.54590 0.27093 2.50319 -0.30 0.36 -1.00
H 0.96862 -0.29884 -2.63029 -0.27 0.84 -2.08
H -1.06149 1.66898 -0.93902 -0.56 0.06 0.19
```
Positions in Å, forces in eV/Å.

**Gap between HOMO and LUMO**: 9.64 eV
**Relative energy (zero: lowest compared OMol25 entry of this formula, charge and spin)**: 2.329 eV
**F_max**: 5.53 eV Å⁻¹
**LUMO energy**: 0.86 eV
**Structure (SMILES)**: N[C@H](C=O)CS